23
Properties=species:S:1:pos:R:3:mulliken_charge:R:1 method="wB97M-V/def2-TZVPD" homo_ev=-9.265 smiles="C=C(C)[C@@H]1CN1.CC" largest_force_ev_per_a=2.16 molar_mass_da=113.2 total_energy_ha=-330.39091 lumo_energy_ev=1.000 e_above_lowest_kcal_mol=48.32
C -1.511 -1.323 0.410 -1.09
C -1.527 -0.254 -0.374 0.52
C -2.771 0.494 -0.744 -1.20
C -0.254 0.283 -0.944 0.16
C -0.039 0.449 -2.396 -0.59
N 0.785 -0.543 -1.473 -0.55
H -0.587 -1.810 0.679 0.27
H -2.402 -1.672 0.910 0.30
H -3.634 0.103 -0.210 0.37
H -2.946 0.432 -1.818 0.28
H -2.661 1.552 -0.501 0.31
H 0.155 1.161 -0.427 0.27
H -0.600 -0.093 -3.148 0.32
H 0.452 1.349 -2.746 0.29
H 0.493 -1.517 -1.544 0.28
C 2.474 -0.457 1.534 -0.70
C 1.788 0.802 2.047 -0.80
H 2.200 -0.647 0.498 0.19
H 2.188 -1.320 2.133 0.23
H 3.557 -0.354 1.587 0.34
H 2.059 1.660 1.436 0.24
H 0.705 0.690 2.016 0.19
H 2.077 1.015 3.074 0.35

13
Properties=species:S:1:pos:R:3:mulliken_charge:R:1 method="wB97M-V/def2-TZVPD" charge=+1 homo_ev="-15.210 / -15.211" largest_force_ev_per_a=2.66 molar_mass_da=83.1 total_energy_ha=-265.66610 lumo_energy_ev="-6.127 / -6.127" e_above_lowest_kcal_mol=152.10
C 0.222 -0.888 -1.248 0.52
C -1.031 -0.415 -0.677 -0.48
C -0.280 0.577 0.181 0.35
C 0.017 0.313 1.570 -1.10
N 1.308 -1.459 -1.333 -0.32
N 1.367 -0.018 -0.937 -0.28
H -1.689 0.040 -1.419 0.29
H -1.567 -1.206 -0.147 0.30
H -0.207 1.597 -0.179 0.39
H -0.768 0.814 2.163 0.40
H 0.954 0.781 1.886 0.33
H 0.011 -0.747 1.823 0.34
H 1.662 0.612 -1.683 0.26

22
Properties=species:S:1:pos:R:3:mulliken_charge:R:1 method="wB97M-V/def2-TZVPD" charge=-1 homo_ev=-2.028 smiles="CC1=NN(C)[C@@](C)(N[O-])C1" largest_force_ev_per_a=3.28 molar_mass_da=142.2 total_energy_ha=-475.18141 lumo_energy_ev=3.830 e_above_lowest_kcal_mol=5.19
C -2.962 -0.813 0.111 -0.97
C -1.460 -0.402 0.165 0.67
N -1.160 0.838 0.330 -1.03
N 0.137 1.140 0.232 0.50
C 0.847 1.893 1.159 -1.01
C 0.864 -0.197 -0.249 0.47
C 1.032 0.381 -1.655 -1.78
N 2.059 -0.502 0.505 -0.22
O 1.978 -1.803 1.155 -0.85
C -0.305 -1.246 -0.172 -0.61
H -2.945 -1.708 0.764 0.27
H -3.247 -1.174 -0.944 0.20
H -3.642 -0.058 0.562 0.30
H 1.782 2.276 0.824 0.29
H 0.220 2.743 1.517 0.33
H 1.162 1.395 2.048 0.38
H 0.099 0.850 -1.855 0.46
H 1.309 -0.377 -2.360 0.43
H 1.809 1.136 -1.549 0.38
H 2.914 -0.448 -0.197 0.26
H 0.030 -2.045 0.699 0.28
H -0.524 -1.877 -1.090 0.26

12
Properties=species:S:1:pos:R:3:mulliken_charge:R:1 method="wB97M-V/def2-TZVPD" homo_ev=-9.617 smiles="Cn1c(=O)o[pH]c1=O" largest_force_ev_per_a=4.76 molar_mass_da=133.0 total_energy_ha=-738.52936 lumo_energy_ev=0.355 e_above_lowest_kcal_mol=25.73
C -0.087 -0.830 1.404 -0.95
N -0.213 -0.182 0.144 0.02
C -1.206 0.634 -0.140 0.65
O -2.166 1.103 0.337 -0.40
O -0.854 1.365 -1.672 -0.42
P 0.500 0.584 -2.200 0.01
C 0.888 -0.379 -0.700 0.62
O 1.787 -1.123 -0.385 -0.56
H 0.826 -1.380 1.291 0.37
H -0.036 0.072 2.131 0.30
H -0.953 -1.433 1.671 0.30
H 1.515 1.568 -1.881 0.06

26
Properties=species:S:1:pos:R:3:mulliken_charge:R:1 method="wB97M-V/def2-TZVPD" charge=+1 homo_ev=-13.366 largest_force_ev_per_a=2.53 molar_mass_da=172.1 total_energy_ha=-726.04973 lumo_energy_ev=-3.930 e_above_lowest_kcal_mol=7.84
Be 0.871 -0.852 -0.209 0.08
F -0.113 0.261 -0.110 -0.32
O -0.123 1.621 2.224 -0.63
H -0.971 1.602 2.661 0.30
H -0.194 1.031 1.432 0.30
O 2.423 -0.647 0.262 -0.23
H 3.000 0.164 0.338 0.37
H 2.817 -1.212 0.890 0.33
O -1.793 -0.936 2.071 -0.60
H -1.788 -0.930 3.002 0.30
H -2.159 -0.094 1.779 0.26
O 1.951 1.878 -1.618 -0.56
H 2.198 2.539 -2.234 0.27
H 2.113 2.159 -0.722 0.28
O -1.122 2.554 -1.060 -0.66
H -1.921 2.456 -1.506 0.33
H -0.850 1.699 -0.704 0.44
O -2.360 -0.409 -1.399 -0.64
H -2.578 -1.273 -1.045 0.32
H -1.621 -0.057 -0.905 0.25
O 0.268 -2.164 0.839 -0.36
H -0.605 -2.210 1.255 0.35
H 0.732 -2.969 1.129 0.34
O 0.912 -1.372 -1.800 -0.30
H 0.602 -0.728 -2.446 0.35
H 0.317 -2.106 -2.126 0.41

41
Properties=species:S:1:pos:R:3:lowdin_spin:R:1 method="wB97M-V/def2-TZVPD" charge=-2 homo_ev="-0.844 / -0.710" largest_force_ev_per_a=4.58 molar_mass_da=531.7 total_energy_ha=-8503.54469 lumo_energy_ev="4.333 / 4.334" spin_multiplicity=2
Cu 18.388 -6.399 21.613 0.65
Br 17.654 -9.027 21.822 0.06
Br 16.479 -5.673 23.427 0.04
O 19.633 -7.006 19.864 0.16
C 20.407 -5.846 19.540 0.01
C 20.146 -4.456 20.188 0.00
O 19.629 -4.493 21.549 0.10
H 20.512 -5.828 18.455 0.00
H 21.318 -6.176 20.039 0.00
H 19.429 -3.887 19.596 0.00
H 21.036 -3.848 20.352 0.00
O 16.920 -6.103 19.893 0.00
S 16.396 -6.711 18.627 0.00
O 16.804 -8.046 18.271 0.00
O 14.771 -6.722 18.618 0.00
C 14.171 -7.460 19.663 0.00
C 12.642 -7.100 19.626 0.00
C 16.600 -5.516 17.309 0.00
H 14.561 -7.279 20.664 0.00
H 14.247 -8.505 19.362 0.00
H 12.254 -7.405 20.598 0.00
H 12.096 -7.618 18.837 0.00
H 12.492 -6.057 19.347 0.00
H 16.107 -5.876 16.406 0.00
H 17.661 -5.282 17.213 0.00
H 16.099 -4.589 17.588 0.00
O 21.944 -6.361 24.327 0.00
S 20.500 -6.353 24.543 0.00
O 19.654 -6.827 23.467 0.00
O 20.077 -7.225 25.906 0.00
C 18.730 -7.583 26.080 0.00
C 18.616 -8.251 27.474 0.00
C 19.966 -4.555 24.951 0.00
H 18.268 -8.168 25.284 0.00
H 18.085 -6.705 26.106 0.00
H 19.286 -7.715 28.146 0.00
H 18.978 -9.278 27.511 0.00
H 17.564 -8.247 27.757 0.00
H 18.894 -4.683 25.096 0.00
H 20.245 -3.840 24.177 0.00
H 20.445 -4.523 25.930 0.00

38
Properties=species:S:1:pos:R:3:mulliken_charge:R:1 method="wB97M-V/def2-TZVPD" homo_ev=-8.406 largest_force_ev_per_a=1.39 molar_mass_da=309.3 total_energy_ha=-1046.71360 lumo_energy_ev=-0.392 e_above_lowest_kcal_mol=105.32
O -1.971 -0.504 -3.881 -0.64
C -1.236 -0.465 -2.920 -0.02
N -1.716 -0.284 -1.657 -0.49
N -0.890 -0.275 -0.594 -0.03
C -1.247 0.114 0.571 0.83
C -2.606 0.657 0.923 -0.78
C -2.501 1.670 2.058 -1.06
C -1.862 1.014 3.274 -1.04
C -0.513 0.458 2.924 0.72
C 0.475 0.361 3.894 -0.67
C 1.723 -0.153 3.595 -0.59
C 1.996 -0.589 2.307 -0.82
C 1.025 -0.504 1.333 -0.72
C -0.236 0.025 1.622 0.85
C 0.240 -0.707 -2.999 0.51
C 0.690 -1.837 -3.670 -0.76
C 2.041 -2.138 -3.716 -0.58
C 2.963 -1.320 -3.083 -0.53
C 2.535 -0.182 -2.423 -0.63
C 1.182 0.126 -2.395 0.65
N 0.782 1.361 -1.766 1.23
O -0.203 1.920 -2.200 -0.62
O 1.481 1.785 -0.873 -0.62
H -2.706 -0.056 -1.577 0.23
H -3.056 1.137 0.050 0.46
H -3.253 -0.174 1.226 0.27
H -3.493 2.052 2.307 0.36
H -1.885 2.511 1.732 0.36
H -1.768 1.732 4.091 0.43
H -2.503 0.198 3.626 0.31
H 0.260 0.700 4.898 0.41
H 2.480 -0.214 4.363 0.38
H 2.968 -0.995 2.067 0.41
H 1.221 -0.852 0.332 0.41
H -0.036 -2.476 -4.149 0.47
H 2.374 -3.018 -4.245 0.41
H 4.014 -1.561 -3.111 0.41
H 3.230 0.483 -1.934 0.47

52
Properties=species:S:1:pos:R:3:lowdin_spin:R:1 method="wB97M-V/def2-TZVPD" charge=+3 homo_ev="-18.032 / -18.070" largest_force_ev_per_a=0.50 molar_mass_da=460.4 total_energy_ha=-2513.39203 lumo_energy_ev="-10.544 / -9.986" spin_multiplicity=4
Mn 0.054 0.336 -0.073 1.92
O -4.954 -2.941 4.512 0.01
C -4.027 -3.280 5.121 0.02
O -3.065 -3.590 5.686 0.01
C -2.361 -2.334 2.773 0.70
C -3.074 -1.680 1.805 0.09
C -2.301 -0.894 0.960 0.03
N -0.973 -0.808 1.137 -0.04
C -0.314 -1.502 2.078 0.03
C -1.007 -2.312 2.969 0.09
C 1.149 -1.330 1.983 0.01
C 2.061 -1.939 2.817 0.00
C 3.420 -1.740 2.594 0.01
C 3.821 -0.936 1.541 0.00
C 2.855 -0.347 0.747 0.01
N 1.544 -0.535 0.951 0.00
C -2.765 -0.129 -0.215 0.01
C -4.076 -0.060 -0.632 0.00
C -4.383 0.655 -1.785 0.01
C -3.364 1.280 -2.484 0.00
C -2.071 1.178 -2.009 0.01
N -1.764 0.487 -0.902 0.00
H -4.147 -1.780 1.705 0.01
H -0.520 -2.888 3.745 0.01
H 1.728 -2.571 3.627 0.00
H 4.151 -2.215 3.234 0.00
H 4.867 -0.764 1.330 0.00
H 3.128 0.286 -0.085 0.00
H -4.856 -0.562 -0.077 0.00
H -5.406 0.716 -2.131 0.00
H -3.561 1.840 -3.387 0.00
H -1.248 1.652 -2.525 0.00
C 1.083 5.475 1.119 0.00
N 0.418 4.193 1.401 0.02
C -0.377 4.068 2.630 0.00
C 0.562 3.142 0.608 0.01
N 0.024 1.960 0.875 -0.01
N 1.321 3.331 -0.531 0.01
C 1.564 2.432 -1.540 0.01
N 2.287 2.889 -2.559 0.02
N 1.098 1.210 -1.466 0.00
H 0.839 6.172 1.914 0.00
H 0.723 5.911 0.185 0.00
H 2.169 5.365 1.108 0.00
H -0.479 5.050 3.080 0.00
H 0.114 3.411 3.351 0.00
H -1.382 3.708 2.407 0.00
H -0.487 1.960 1.747 0.00
H 1.719 4.251 -0.644 0.00
H 2.621 3.839 -2.610 0.00
H 2.535 2.291 -3.332 0.00
H 1.342 0.659 -2.284 0.00